The following is a quantum chemistry calculation of a cluster of 13 separate species, C93H203N9O21S4 in total at a distorted geometry, from the Open Molecules 2025 dataset.

```
! RIJCOSX wB97M-V def2-TZVPD def2/J DEFGRID3
* xyz 0 1
S -6.664 4.318 -2.476
S 3.565 4.954 -0.148
S -0.556 6.135 3.835
S -6.895 0.852 1.904
O -5.332 4.110 -2.009
O 1.029 2.135 -0.894
O -2.254 -5.129 -2.648
O -3.290 5.174 -3.893
O -5.109 -2.526 2.218
O -0.682 6.888 2.612
O -3.092 -3.494 6.230
O -1.143 4.757 3.470
O -7.693 1.769 2.680
O 2.330 4.418 0.457
O 2.344 2.553 -5.429
O 3.543 6.321 -0.434
O 4.910 -0.119 8.587
O 3.586 4.152 -1.534
O 7.235 2.109 0.116
O -7.347 -0.500 2.032
O -5.311 0.827 2.190
O 3.029 -4.010 0.716
O -7.845 3.644 -1.965
O -6.853 5.901 -2.345
O 0.650 5.966 4.612
N -2.573 -2.185 6.318
N 3.853 -0.006 7.577
N -1.846 -4.933 -4.029
N 2.267 1.365 -6.295
N 0.189 1.435 -0.012
N 6.504 0.873 0.113
N -5.765 -3.399 1.307
N 2.482 -4.848 1.755
N -2.261 6.022 -4.436
C -2.115 0.787 0.613
C 8.240 -0.274 -1.239
C -5.249 -5.187 3.115
C 8.089 -0.187 1.781
C 2.837 -0.960 5.586
C 2.135 0.595 1.041
C 5.062 4.607 0.865
C 3.558 -5.467 2.595
C 2.968 0.347 4.828
C -1.050 5.227 -4.770
C -4.329 3.051 2.038
C -1.648 -3.437 -5.893
C -0.306 -3.105 6.043
C -0.106 -0.504 1.425
C -1.373 -2.132 5.422
C 4.027 1.419 6.913
C -1.737 -3.526 -4.348
C -0.502 -2.734 -3.726
C -2.966 -2.750 -3.961
C 4.145 4.316 -3.905
C -3.635 -1.183 6.169
C -1.819 6.865 4.855
C -4.657 1.870 2.975
C 3.120 -0.820 -7.774
C -3.037 0.164 6.192
C -1.577 3.038 -0.373
C -1.900 0.327 5.259
C -4.834 -2.359 -0.762
C -1.225 1.529 -0.460
C 4.599 4.663 -2.499
C -1.582 -2.618 3.982
C 2.927 -6.348 3.664
C 2.867 1.469 5.852
C 6.645 0.193 1.392
C 4.457 2.096 -7.421
C -0.051 6.231 -5.306
C 2.797 0.470 -8.504
C -0.626 7.158 -6.342
C -2.933 6.906 -5.411
C 1.900 -7.315 3.071
C 5.318 -1.316 5.916
C -1.265 4.076 -5.727
C -4.575 -1.256 7.436
C 6.128 1.127 2.558
C -0.837 -5.859 -4.453
C -0.839 -5.718 -5.990
C 6.817 0.126 -1.054
C -1.476 0.986 -1.848
C -1.265 -7.280 -4.051
C 4.355 -4.271 3.249
C 0.264 -4.713 0.764
C -8.158 6.575 -2.310
C 4.577 -6.287 1.756
C 0.177 2.734 3.652
C -0.524 -4.329 -6.463
C 3.944 -1.177 6.658
C -4.905 -3.637 0.096
C -7.880 8.023 -1.853
C -3.504 -4.083 0.531
C 6.370 0.955 -2.248
C 1.399 -5.648 1.240
C -5.513 -4.749 -0.734
C -6.981 -5.466 1.149
C 1.149 -0.749 -0.803
C -7.066 1.287 0.234
C 2.530 -1.040 -6.425
C -1.555 -0.600 0.890
C 0.848 -6.505 2.370
C 0.559 -5.578 -3.936
C 2.227 2.881 -8.271
C 4.096 0.246 -4.918
C 1.792 -6.524 0.006
C 6.075 -1.989 0.211
C 0.815 0.202 0.411
C -1.844 7.885 -5.875
C 5.787 -1.084 1.398
C -0.897 3.618 4.285
C -4.513 -1.455 4.890
C -6.592 3.949 -4.187
C 5.361 1.722 6.370
C -0.447 4.709 -3.556
C -6.290 -4.516 2.125
C 5.901 -1.172 -1.035
C -4.062 7.690 -4.663
C -6.091 -5.949 -0.003
C -0.861 -0.672 5.495
C 1.722 0.023 -4.304
C -7.404 -3.886 2.981
C 3.698 2.428 8.000
C 3.595 -2.465 7.461
C 2.700 0.163 -5.485
C -3.621 6.123 -6.620
C 2.988 1.706 -7.604
H 2.061 -0.917 -3.882
H 2.145 0.334 4.124
H 5.344 -2.799 0.232
H -2.713 0.240 7.201
H -3.105 -2.641 -2.875
H -1.334 3.390 0.624
H 3.571 -3.239 6.719
H 4.344 -2.684 8.246
H -3.467 3.630 2.489
H 0.200 7.696 -6.802
H 6.195 -1.896 -1.803
H -5.254 -0.697 4.615
H 5.396 -6.619 2.368
H -0.084 -0.600 4.730
H 5.095 1.222 -7.435
H 5.647 2.709 6.619
H 6.453 2.153 2.477
H 6.863 1.910 -2.289
H -2.088 6.105 5.645
H 3.878 0.433 4.259
H -2.120 -1.112 1.692
H -0.298 3.594 -5.770
H 1.722 0.494 -8.814
H 3.402 -4.653 0.074
H -0.579 -5.351 0.546
H -2.323 -7.384 -4.178
H -7.487 4.387 -4.686
H -0.051 -3.003 7.106
H 1.121 -6.527 -3.780
H -3.499 5.075 -6.365
H 1.443 2.708 -5.198
H 2.609 -2.396 7.905
H 2.659 -0.248 1.504
H -4.260 -1.554 -0.352
H 4.820 -3.706 2.436
H -8.639 6.504 -3.293
H -4.998 -2.397 5.034
H -5.719 4.510 -4.541
H -2.649 -3.668 -6.334
H 2.810 -1.953 -6.010
H 4.845 -0.834 -1.163
H 0.980 -7.191 -0.211
H 0.493 -3.986 -6.167
H 4.712 5.716 -2.297
H -1.730 -1.294 0.095
H 0.213 -5.889 3.010
H 2.783 1.044 0.244
H 8.320 -1.280 -0.819
H 3.713 -6.870 4.243
H -0.658 -4.112 5.934
H 4.091 -7.221 1.383
H -1.445 -2.413 -6.272
H -5.874 -1.960 -0.882
H 2.784 3.104 -9.204
H 0.260 6.775 -4.440
H -1.537 -4.897 -2.031
H -2.484 1.329 -2.129
H 2.691 2.231 8.411
H -7.157 8.475 -2.532
H 2.964 2.429 5.371
H -0.162 -4.077 1.531
H -5.331 -6.640 0.421
H -2.714 6.984 4.265
H 4.862 0.062 -5.689
H 1.886 -0.957 6.122
H -2.331 -3.397 3.970
H 0.703 -0.223 -4.607
H 0.501 -5.139 -2.971
H -1.630 8.521 -5.015
H -0.711 1.436 -2.542
H -1.091 3.890 -3.214
H -5.723 -5.639 3.954
H -4.491 -2.641 -1.787
H 8.778 0.620 1.726
H -4.025 -1.193 8.398
H -1.829 -6.087 -6.242
H 5.340 3.559 0.687
H -2.358 0.107 4.266
H 0.530 4.272 -3.667
H -0.061 0.064 2.366
H 1.440 -7.913 3.870
H 6.029 -1.445 6.722
H -0.623 -4.275 -7.548
H 0.391 -2.934 -4.335
H -0.128 -6.389 -6.389
H -1.689 4.258 -6.709
H -3.035 -1.796 -4.497
H -1.760 -1.800 3.301
H 1.674 -0.146 -1.606
H 2.165 3.676 -7.533
H -1.464 7.787 5.319
H -3.563 -5.081 1.019
H -4.445 8.492 -5.281
H 0.282 -1.506 1.639
H -1.953 3.285 -5.344
H 6.258 0.791 3.579
H 4.084 -0.481 -4.145
H 4.184 -0.850 -7.598
H -0.680 -7.971 -4.672
H 7.002 -2.574 0.249
H -3.186 6.315 -7.585
H -8.749 8.662 -1.880
H 1.276 2.495 -8.507
H -3.871 0.851 6.004
H -0.705 -3.150 3.611
H -7.812 -4.630 3.637
H -3.826 -3.234 -4.394
H 0.069 -7.145 1.948
H 4.826 4.793 1.896
H -4.771 -4.360 3.586
H 5.284 -2.199 5.302
H 5.840 5.264 0.478
H -6.385 2.889 -4.310
H 8.071 -0.469 2.842
H -2.682 3.212 -0.487
H -2.268 8.512 -6.666
H -1.884 3.098 4.317
H 5.455 -0.460 5.330
H 5.299 1.199 -2.110
H 4.992 4.431 -4.594
H 3.734 -3.606 3.818
H 0.222 1.813 4.234
H -5.214 -0.420 7.461
H 1.967 1.554 6.459
H -3.348 5.426 -2.941
H -7.403 -6.290 1.754
H -3.858 -1.699 4.068
H -3.122 0.689 0.164
H 1.056 -4.863 -4.538
H -4.831 6.984 -4.323
H 5.342 1.715 5.311
H 1.151 3.244 3.690
H 3.884 3.243 -3.894
H -8.083 1.512 -0.036
H 6.616 0.345 -3.140
H 2.419 -7.957 2.390
H -6.675 0.515 -0.393
H 3.672 3.442 7.587
H -0.974 6.498 -7.165
H 0.259 -1.223 -1.100
H -4.784 -5.119 -1.431
H -5.163 3.713 1.858
H 4.747 2.832 -8.177
H -5.277 2.159 3.775
H 2.441 -5.616 4.342
H 8.184 1.910 0.100
H -6.254 -4.360 -1.401
H 3.390 0.502 -9.404
H 0.627 -4.134 -0.054
H -1.455 -0.104 -1.901
H -7.512 7.999 -0.864
H 4.758 -0.705 1.361
H -3.689 8.202 -3.768
H 5.025 1.269 2.409
H -2.787 -3.895 7.062
H 5.913 -1.692 2.323
H -6.547 2.249 0.181
H 5.050 -5.680 0.985
H 1.995 -5.941 -0.906
H -3.242 -3.376 1.344
H 1.463 -1.111 -6.502
H -3.854 1.355 3.435
H -0.718 4.005 5.309
H 4.587 2.584 -6.425
H -1.544 1.339 5.182
H 0.681 -3.097 5.655
H -8.865 6.013 -1.628
H 5.140 -4.615 3.893
H 8.508 -1.035 1.305
H 6.061 1.013 6.775
H -4.502 -5.832 2.607
H 5.575 4.197 -2.308
H 0.056 2.510 2.584
H 4.431 -0.059 9.404
H -6.674 -6.669 -0.647
H -0.342 -3.182 -2.732
H 8.467 -0.378 -2.293
H 1.882 1.340 1.784
H -0.310 -0.582 6.415
H 2.918 -1.694 -8.425
H 4.404 1.151 -4.344
H -7.876 -4.996 0.747
H 0.823 5.734 -5.715
H 2.869 -1.832 4.912
H -0.941 3.538 -1.150
H 1.822 -1.541 -0.509
H -0.934 -7.305 -3.020
H -5.209 -2.128 7.375
H 2.693 -7.222 0.129
H -2.196 1.379 1.548
H -0.369 5.472 -2.773
H -0.648 -1.639 -3.703
H 1.336 2.884 -0.360
H 9.092 0.307 -0.851
H -7.038 -3.057 3.598
H -5.643 -1.703 2.166
H 1.765 0.729 -3.477
H 4.458 2.385 8.778
H -8.068 -3.541 2.193
H -2.973 -4.170 -0.388
H -3.905 2.827 1.075
H 3.290 4.908 -4.282
H -4.668 6.425 -6.679
*
```

LUMO, eV: 0.32
Energy, hartree: -7330.33266
Kohn-Sham gap, eV: 8.09
Molar mass, g/mol: 1912.0
HOMO level, eV: -7.78